The following is a quantum chemistry calculation of 2 unconnected molecules or ions with the total composition C4H14N3, from the Open Molecules 2025 dataset.

Last column: natural (NBO) charge in e.
Cartesian coordinates (Å):
C: 1.22706 -0.63118 1.26207  -0.625
C: -1.24259 -0.44373 1.71958  -0.633
C: 1.06350 0.77934 -2.12223  0.152
C: -0.14627 -0.38862 0.64357  0.255
N: 0.22249 1.03819 -3.06531  -0.653
N: -0.36599 -1.32651 -0.44846  -0.874
N: -0.14237 0.94263 0.01146  -0.816
H: 1.99904 -0.62537 0.49829  0.210
H: 1.45285 0.13557 1.99844  0.226
H: 1.24381 -1.59155 1.76836  0.234
H: -2.22401 -0.27900 1.27641  0.209
H: -1.24133 -1.41452 2.20676  0.228
H: -1.07240 0.31710 2.47772  0.223
H: 1.16509 -0.24003 -1.77199  0.259
H: 1.71729 1.55244 -1.74794  0.225
H: -0.36496 0.30247 -3.44511  0.431
H: 0.09221 1.97226 -3.43661  0.430
H: -1.35781 -1.43773 -0.64171  0.372
H: 0.00806 -2.24104 -0.22264  0.384
H: 0.27908 1.64349 0.60890  0.386
H: -1.07785 1.23294 -0.25120  0.377

**Total charge**: +1
**F_max**: 1.0 eV/A
**Energy above the lowest of the compared OMol25 structures with the same formula, charge and spin**: 25.9 kcal per mole